ORCA calculation (ωB97M-V/def2-TZVPD) on a molecular structure, C19H37GeIN3O4OsS5.

Structure (XYZ):
```
71
Properties=species:S:1:pos:R:3
Os 0.199 0.705 -0.031
S 0.090 2.741 0.615
S -0.260 3.032 2.584
S -0.653 1.238 3.369
S -0.342 -0.204 1.895
N 1.649 2.409 -2.447
N 0.970 1.202 -2.062
H 2.419 2.571 -1.803
H 0.989 3.172 -2.320
H 1.548 0.403 -2.367
H 0.192 1.145 -2.722
C 6.800 0.936 2.796
C 5.326 1.125 2.466
C 4.575 -0.199 2.359
C 3.088 -0.033 2.032
Ge 2.858 0.739 0.237
C 3.868 -0.224 -1.120
C 5.187 0.488 -1.435
C 5.989 -0.257 -2.498
C 7.301 0.444 -2.827
H 7.315 1.892 2.874
H 7.300 0.346 2.026
H 6.919 0.412 3.746
H 5.237 1.678 1.523
H 4.848 1.747 3.228
H 4.672 -0.745 3.302
H 5.055 -0.827 1.600
H 2.597 0.610 2.767
H 2.572 -0.994 2.032
H 3.181 2.247 0.175
H 3.307 -0.395 -2.040
H 4.063 -1.212 -0.689
H 5.794 0.588 -0.528
H 4.992 1.508 -1.784
H 5.377 -0.353 -3.399
H 6.187 -1.274 -2.147
H 7.122 1.453 -3.201
H 7.857 -0.099 -3.591
H 7.936 0.520 -1.942
C -4.798 -0.642 -3.804
C -3.347 -1.022 -3.888
C -2.471 -0.298 -4.699
C -1.132 -0.637 -4.785
C -0.657 -1.730 -4.064
C -1.511 -2.477 -3.270
C -2.848 -2.110 -3.178
S 1.046 -2.150 -4.292
O 1.213 -2.601 -5.637
O 1.825 -1.026 -3.829
N 1.312 -3.427 -3.322
C 2.037 -3.356 -2.054
C 1.160 -3.515 -0.821
C 0.405 -2.291 -0.331
O -0.395 -2.404 0.580
O 0.780 -1.151 -0.833
H -4.923 0.440 -3.851
H -5.250 -1.004 -2.882
H -5.355 -1.074 -4.637
H -2.846 0.540 -5.271
H -0.462 -0.080 -5.430
H -1.141 -3.334 -2.728
H -3.511 -2.685 -2.545
H 1.429 -4.266 -3.869
H 2.570 -2.410 -2.012
H 2.782 -4.151 -2.062
H 1.796 -3.800 0.023
H 0.445 -4.329 -0.938
I -2.194 2.363 -2.145
C -1.473 0.564 -1.263
H -1.376 -0.181 -2.050
H -2.243 0.241 -0.563
```

As for the LUMO energy (alpha / beta): -5.45 / -5.66 eV. The value obtained for the HOMO energy (alpha / beta) is -11.78 / -11.76 eV. As for the calculated total energy: -5667.41531 Ha. As for the total charge: +1. The gap between HOMO and LUMO (alpha / beta) is 0.233 / 0.224 hartree.

Here are the Löwdin charges for atoms 1 to 2, given in e: atom 1 (Os): 0.66, atom 2 (S): 0.12

ORCA calculation (ωB97M-V/def2-TZVPD) on a single C19H37N3O molecule.

Structure (XYZ):
```
60
Properties=species:S:1:pos:R:3
C -3.747 -3.960 -0.311
C -2.296 -3.636 0.022
C -2.112 -2.227 0.586
C -2.463 -1.136 -0.431
N -1.796 0.120 -0.134
C -2.216 0.779 1.098
C -3.628 1.383 0.984
C -3.724 2.350 -0.193
C -3.202 1.685 -1.464
C -1.806 1.077 -1.236
C -0.747 2.168 -0.973
C -0.094 2.010 0.405
N 0.807 0.877 0.430
C 2.130 1.051 0.147
O 2.626 2.166 0.089
N 2.888 -0.084 -0.022
C 4.312 0.125 -0.264
C 4.756 -0.462 -1.604
C 5.174 -0.391 0.889
C 2.417 -1.455 0.097
C 1.457 -1.866 -1.029
C 1.870 -1.782 1.491
C -1.164 1.843 1.484
H -4.116 -3.319 -1.108
H -3.839 -4.993 -0.636
H -4.378 -3.820 0.564
H -1.933 -4.355 0.761
H -1.683 -3.749 -0.876
H -1.071 -2.102 0.888
H -2.733 -2.123 1.478
H -2.105 -1.454 -1.417
H -3.556 -1.039 -0.495
H -2.241 0.014 1.880
H -3.878 1.891 1.917
H -4.350 0.574 0.847
H -3.141 3.247 0.020
H -4.761 2.662 -0.335
H -3.152 2.408 -2.279
H -3.889 0.892 -1.767
H -1.529 0.523 -2.142
H -1.200 3.157 -1.038
H 0.039 2.122 -1.728
H 0.522 2.890 0.617
H 0.337 0.014 0.216
H 4.423 1.213 -0.312
H 4.122 -0.088 -2.404
H 5.780 -0.163 -1.809
H 4.714 -1.550 -1.604
H 4.828 0.032 1.828
H 6.206 -0.087 0.734
H 5.148 -1.477 0.960
H 3.310 -2.074 -0.033
H 1.344 -2.949 -1.024
H 0.469 -1.426 -0.934
H 1.872 -1.568 -1.988
H 2.635 -1.586 2.238
H 0.999 -1.187 1.743
H 1.603 -2.836 1.539
H -1.649 2.804 1.648
H -0.672 1.561 2.415
```

As for the LUMO energy: 0.79 eV. The value obtained for the HOMO energy is -8.35 eV. As for the calculated total energy: -985.72125 Ha. As for the total charge: 0. The gap between HOMO and LUMO is 0.336 hartree.

Here are the Löwdin charges for atoms 1 to 2, given in e: atom 1 (C): -0.11, atom 2 (C): -0.27

ORCA calculation (ωB97M-V/def2-TZVPD) on a molecular structure, C19H37N5O2PZr in a non-equilibrium geometry.

Structure (XYZ):
```
65
Properties=species:S:1:pos:R:3
Zr -0.122 0.062 -0.390
C 2.736 -1.021 0.862
C 2.244 -2.059 -0.167
N 0.794 -2.263 -0.074
C 0.351 -3.036 1.095
C -0.981 -2.499 1.616
N -1.021 -1.028 1.599
C -0.382 -0.354 2.748
C 1.137 -0.379 2.654
N 1.655 -0.102 1.284
H 3.541 -0.446 0.407
H 3.169 -1.513 1.734
H 2.800 -2.993 -0.039
H 2.438 -1.704 -1.181
H 0.481 -2.701 -0.934
H 1.120 -2.982 1.863
H 0.242 -4.096 0.854
H -1.172 -2.897 2.618
H -1.786 -2.845 0.967
H -1.993 -0.732 1.593
H -0.681 -0.825 3.691
H -0.740 0.673 2.748
H 1.514 -1.352 2.963
H 1.546 0.340 3.366
H 1.988 0.855 1.264
N -2.674 -1.907 -1.605
C -2.315 -1.412 -2.957
C -1.084 -0.596 -2.642
O -1.259 0.584 -2.205
O 0.027 -1.164 -2.481
H -2.649 -2.918 -1.582
H -3.612 -1.623 -1.357
H -3.097 -0.774 -3.360
H -2.101 -2.222 -3.649
C -3.687 1.344 0.498
C -2.922 2.456 1.168
C -3.637 3.426 1.862
C -3.008 4.489 2.484
C -1.626 4.588 2.410
C -0.877 3.638 1.734
C 0.615 3.762 1.647
C -1.517 2.549 1.101
N -0.769 1.573 0.482
H -4.380 1.749 -0.244
H -4.288 0.784 1.221
H -3.034 0.650 -0.030
H -4.718 3.342 1.905
H -3.585 5.233 3.017
H -1.116 5.417 2.886
H 0.966 4.652 2.168
H 0.924 3.832 0.602
H 1.121 2.892 2.082
C 2.920 0.639 -2.922
P 1.931 1.468 -1.634
C 1.104 2.816 -2.527
C 3.217 2.328 -0.662
H 3.484 1.364 -3.510
H 2.256 0.077 -3.578
H 3.627 -0.057 -2.467
H 1.831 3.482 -2.991
H 0.476 3.372 -1.831
H 0.456 2.388 -3.291
H 3.808 2.978 -1.309
H 3.899 1.611 -0.203
H 2.766 2.936 0.120
```

As for the LUMO energy: -2.14 eV. The value obtained for the HOMO energy is -9.47 eV. As for the calculated total energy: -1558.79690 Ha. As for the total charge: +1. The gap between HOMO and LUMO is 0.269 hartree.

Here are the Löwdin charges for atoms 1 to 2, given in e: atom 1 (Zr): 1.52, atom 2 (C): -0.17

ORCA calculation (ωB97M-V/def2-TZVPD) on 5 unconnected molecules or ions with the total composition C19H38BBr8FNO4 in a non-equilibrium geometry.

Structure (XYZ):
```
72
Properties=species:S:1:pos:R:3
C -2.436 7.058 1.336
B -1.071 6.213 0.971
O 0.010 6.973 0.266
C -0.771 4.638 1.332
C -1.627 4.012 2.578
O -1.437 2.579 2.828
C -0.233 2.022 2.226
C 0.139 2.516 0.713
C 0.260 1.244 -0.313
C 1.870 0.796 -0.357
F 2.538 1.818 -1.243
N -0.759 3.663 0.194
C -2.026 3.045 -0.266
C -3.384 3.934 -0.334
O -4.584 3.071 -0.525
C -5.052 2.514 0.754
C -5.228 0.857 0.812
O -5.387 3.214 1.845
H -2.092 8.050 1.890
H -3.218 6.429 1.957
H -2.897 7.413 0.305
H 0.661 7.349 0.953
H 0.356 4.680 1.739
H -2.781 4.212 2.548
H -1.235 4.571 3.558
H -0.298 0.832 2.296
H 0.676 2.311 2.943
H 1.248 2.958 0.774
H -0.030 1.468 -1.425
H -0.305 0.269 0.077
H 2.395 0.876 0.686
H 1.998 -0.235 -0.899
H -0.224 4.068 -0.631
H -2.305 2.067 0.361
H -1.854 2.660 -1.385
H -3.599 4.634 0.575
H -3.324 4.617 -1.302
H -5.344 0.490 -0.307
H -4.239 0.446 1.298
H -6.194 0.550 1.436
Br -3.399 1.148 -3.016
C -2.000 0.017 -3.768
C -2.279 -1.445 -3.507
Br -1.865 -1.924 -1.662
H -1.051 0.361 -3.348
H -2.013 0.226 -4.842
H -1.626 -2.076 -4.118
H -3.320 -1.727 -3.684
Br 3.953 -1.536 -0.419
C 4.727 -2.273 -2.051
C 4.375 -1.429 -3.254
Br 2.535 -1.742 -3.821
H 4.382 -3.307 -2.129
H 5.808 -2.268 -1.880
H 4.990 -1.710 -4.114
H 4.476 -0.355 -3.075
Br 0.106 -3.870 1.014
C 0.836 -5.619 0.548
C 2.101 -5.484 -0.267
Br 1.702 -5.006 -2.115
H 0.044 -6.169 0.034
H 1.045 -6.103 1.507
H 2.624 -6.444 -0.328
H 2.788 -4.725 0.119
Br 2.806 -6.870 3.189
C 3.536 -8.619 2.723
C 4.801 -8.484 1.908
Br 4.402 -8.006 0.060
H 2.744 -9.169 2.209
H 3.745 -9.103 3.682
H 5.324 -9.444 1.847
H 5.488 -7.725 2.294
```

As for the LUMO energy: -3.05 eV. The value obtained for the HOMO energy is -11.44 eV. As for the calculated total energy: -21818.87878 Ha. As for the total charge: +1. The gap between HOMO and LUMO is 0.308 hartree.

Here are the Löwdin charges for atoms 1 to 2, given in e: atom 1 (C): -0.04, atom 2 (B): -0.31